{
  "formula": "C30H47ClP2Ru",
  "method": "wB97M-V/def2-TZVPD",
  "species": ["Ru", "C", "C", "C", "C", "C", "C", "H", "H", "H", "C", "H", "H", "H", "C", "H", "H", "H", "C", "H", "H", "H", "C", "H", "H", "H", "C", "C", "C", "C", "C", "C", "C", "C", "H", "H", "H", "H", "H", "H", "H", "H", "H", "H", "H", "H", "P", "C", "C", "P", "C", "C", "C", "H", "H", "H", "H", "H", "H", "H", "H", "H", "H", "H", "H", "H", "H", "Cl", "C", "C", "C", "C", "C", "C", "C", "H", "H", "H", "H", "H", "H"],
  "positions_angstrom": [[-1.308, 0.621, -0.114], [-1.320, 2.936, -0.744], [-1.169, 2.498, -2.100], [-3.126, 1.550, -1.261], [-2.577, 2.405, -0.227], [-2.226, 1.597, -2.390], [-0.528, 3.981, -0.045], [0.517, 3.973, -0.376], [-0.548, 3.821, 1.041], [-0.932, 4.989, -0.239], [-3.314, 2.952, 0.941], [-2.985, 3.976, 1.172], [-3.138, 2.336, 1.830], [-4.395, 2.975, 0.748], [-4.516, 1.028, -1.285], [-5.245, 1.848, -1.389], [-4.758, 0.492, -0.363], [-4.657, 0.342, -2.127], [-2.454, 0.873, -3.665], [-3.096, 1.456, -4.346], [-2.955, -0.090, -3.486], [-1.509, 0.668, -4.185], [-0.135, 2.965, -3.048], [-0.530, 3.787, -3.662], [0.177, 2.171, -3.737], [0.752, 3.342, -2.529], [4.196, -1.041, 1.536], [4.691, 0.010, 0.856], [5.732, -0.086, -0.221], [5.590, -1.296, -1.175], [4.182, -1.682, -1.518], [3.477, -2.620, -0.858], [3.953, -3.320, 0.382], [4.723, -2.436, 1.393], [6.740, -0.117, 0.232], [6.165, -2.148, -0.783], [5.715, 0.831, -0.827], [5.795, -2.444, 1.154], [3.503, -0.898, 2.371], [4.518, 1.032, 1.218], [4.646, -2.925, 2.377], [3.094, -3.763, 0.905], [2.571, -3.053, -1.304], [4.600, -4.166, 0.099], [6.092, -1.016, -2.116], [3.825, -1.259, -2.463], [0.662, 0.582, 1.010], [0.860, 0.655, 2.779], [1.876, 1.649, 0.200], [-0.148, -1.158, -1.121], [1.016, -1.095, 0.336], [0.775, -0.725, -2.606], [-0.666, -2.874, -1.343], [-0.030, 0.222, 3.258], [0.953, 1.710, 3.077], [1.760, 0.102, 3.084], [2.845, 1.143, 0.157], [1.973, 2.578, 0.777], [1.561, 1.897, -0.822], [0.205, -3.494, -1.612], [-1.407, -2.912, -2.154], [-1.116, -3.271, -0.428], [0.751, -1.867, 1.076], [2.068, -1.184, 0.032], [0.190, -1.058, -3.477], [1.756, -1.214, -2.600], [0.902, 0.363, -2.677], [-1.544, -2.751, 3.228], [-3.037, -1.899, 3.106], [-4.037, -2.147, 4.042], [-5.219, -1.397, 4.031], [-5.359, -0.364, 3.102], [-4.354, -0.127, 2.156], [-3.243, -0.966, 2.040], [-2.397, -0.972, 0.798], [-3.903, -2.921, 4.796], [-6.020, -1.623, 4.739], [-6.244, 0.276, 3.108], [-4.450, 0.707, 1.456], [-1.743, -1.849, 0.845], [-3.070, -1.110, -0.070]],
  "atomic_forces_ev_per_a": [[-2.31, -0.30, 0.67], [-1.24, 0.06, -0.73], [-0.46, -0.44, 1.18], [0.97, 1.44, -0.17], [0.25, 0.51, -2.14], [-0.48, 0.54, 0.65], [0.22, 0.32, 0.09], [-0.21, 0.13, 0.12], [0.09, 0.07, -0.16], [0.13, -0.26, 0.07], [-0.02, -0.03, 0.58], [-0.13, -0.30, -0.07], [-0.10, 0.26, 0.15], [0.20, 0.02, 0.05], [-0.22, -0.25, -0.05], [0.19, -0.21, -0.01], [-0.16, -0.08, -0.24], [-0.09, 0.10, 0.20], [-0.02, -0.23, -0.38], [0.19, -0.21, 0.10], [0.13, 0.20, -0.11], [-0.25, 0.06, 0.04], [0.38, 0.03, -0.31], [0.13, -0.11, 0.06], [0.00, 0.17, 0.04], [-0.08, -0.03, -0.12], [0.73, 0.90, 0.10], [0.37, -0.38, 1.22], [0.18, 0.07, -0.31], [0.65, 0.29, -0.15], [-0.27, -0.97, -0.08], [0.67, -0.02, -1.07], [0.01, -0.19, 0.29], [-0.01, -0.64, 0.13], [-0.31, 0.06, -0.09], [-0.37, 0.18, -0.17], [-0.08, -0.15, 0.22], [-0.36, 0.20, 0.07], [0.16, 0.20, -0.34], [-0.35, -0.44, -0.21], [0.05, 0.13, -0.29], [0.08, 0.08, -0.21], [0.17, 0.52, 0.17], [-0.20, 0.14, 0.05], [-0.12, -0.15, 0.30], [-0.16, -0.20, 0.38], [0.43, 0.56, -0.78], [0.70, -0.22, 0.75], [0.80, 0.09, 0.16], [0.16, 0.59, -0.19], [0.11, -0.25, 0.01], [0.60, -0.33, -0.36], [0.39, -0.55, -0.26], [0.29, 0.10, -0.13], [-0.04, -0.35, -0.05], [-0.25, 0.24, 0.25], [-0.18, 0.28, -0.04], [0.04, -0.17, -0.19], [-0.10, -0.13, 0.36], [-0.37, 0.05, 0.04], [0.21, -0.04, 0.22], [0.07, 0.06, -0.22], [0.11, 0.14, -0.27], [-0.31, -0.08, 0.23], [0.22, 0.07, 0.23], [-0.20, 0.11, -0.30], [-0.04, -0.34, 0.13], [-0.64, 0.21, 0.04], [0.93, 0.85, -1.16], [-0.88, 0.03, 1.04], [-0.85, 0.25, 0.17], [-0.70, -0.61, 1.38], [0.30, 0.56, -0.79], [2.00, -0.93, -1.90], [-1.38, -1.30, 1.88], [0.06, 0.10, -0.22], [0.41, 0.13, -0.26], [0.21, -0.27, 0.03], [0.02, -0.38, 0.44], [-0.26, 0.19, 0.09], [0.19, 0.25, 0.13]],
  "homo_lumo_gap_ev": [4.52, 3.01],
  "e_lumo_ev": [-2.61, -6.95],
  "total_charge": 1,
  "multiplicity": 6,
  "homo_ev": [-7.14, -9.96]
}

{
  "formula": "C5H11OS",
  "method": "wB97M-V/def2-TZVPD",
  "species": ["C", "C", "C", "C", "C", "O", "S", "H", "H", "H", "H", "H", "H", "H", "H", "H", "H", "H"],
  "positions_angstrom": [[-1.344, 0.797, -0.357], [-0.032, 1.417, -0.151], [-1.546, -0.512, 0.161], [1.107, 0.664, -1.023], [1.758, -1.324, 0.943], [-2.692, -1.095, -0.134], [0.887, -1.088, -0.677], [-2.246, 1.335, 0.071], [-1.632, 0.996, -1.437], [0.089, 2.511, -0.387], [0.459, 1.258, 0.793], [-1.074, -0.808, 1.103], [-2.929, -1.945, 0.283], [1.018, 0.612, -2.114], [2.190, 0.960, -0.728], [2.392, -0.406, 0.900], [2.366, -2.167, 0.870], [1.230, -1.205, 1.883]],
  "atomic_forces_ev_per_a": [[-2.20, 2.39, -1.84], [3.84, 1.02, -1.28], [-0.85, -1.83, 0.99], [0.28, -0.18, 0.81], [-0.15, 3.39, -0.96], [1.07, 0.15, -0.69], [-0.36, -1.11, 0.80], [1.05, -0.03, 0.26], [0.22, -1.09, 0.87], [-0.77, -1.07, 0.27], [-0.66, 0.22, 1.04], [-0.08, 0.02, -0.30], [0.56, 0.40, 0.19], [-0.16, 0.86, 0.15], [-1.99, -0.27, -0.56], [0.05, -0.91, 0.32], [0.77, -1.49, 0.05], [-0.62, -0.47, -0.13]],
  "relative_energy_kcal_mol": 19.63,
  "homo_lumo_gap_ev": 8.71,
  "e_lumo_ev": -4.86,
  "total_charge": 1,
  "multiplicity": 1,
  "homo_ev": -13.57
}

{
  "formula": "C19H22Br2N",
  "method": "wB97M-V/def2-TZVPD",
  "species": ["Br", "C", "C", "C", "C", "C", "C", "C", "C", "C", "C", "C", "Br", "C", "C", "C", "C", "H", "H", "H", "H", "H", "H", "H", "H", "H", "H", "H", "C", "C", "C", "C", "N", "H", "H", "H", "H", "H", "H", "H", "H", "H", "H", "H"],
  "positions_angstrom": [[0.838, -0.246, 6.872], [1.082, 0.509, 5.162], [2.369, 0.895, 4.744], [2.551, 1.465, 3.488], [1.460, 1.652, 2.597], [1.680, 2.194, 1.280], [0.724, 2.130, 0.259], [0.935, 2.556, -1.045], [-0.076, 2.554, -2.064], [0.255, 2.905, -3.403], [-0.714, 2.965, -4.399], [-2.055, 2.662, -4.094], [-3.370, 2.761, -5.440], [-2.398, 2.258, -2.795], [-1.429, 2.207, -1.795], [0.169, 1.263, 3.046], [-0.011, 0.674, 4.297], [3.221, 0.728, 5.394], [3.550, 1.746, 3.150], [2.700, 2.494, 1.022], [-0.235, 1.670, 0.496], [1.939, 2.875, -1.337], [1.297, 3.141, -3.632], [-0.442, 3.257, -5.409], [-3.427, 1.996, -2.572], [-1.725, 1.912, -0.789], [-0.700, 1.413, 2.406], [-0.994, 0.328, 4.604], [3.114, 7.056, 2.569], [3.185, 5.645, 1.988], [3.539, 5.725, 0.509], [4.252, 4.843, 2.745], [1.828, 5.095, 2.102], [2.865, 7.034, 3.636], [4.062, 7.591, 2.448], [2.329, 7.618, 2.052], [3.544, 4.733, 0.039], [2.797, 6.342, -0.012], [4.528, 6.181, 0.370], [4.285, 3.800, 2.403], [5.245, 5.290, 2.594], [4.044, 4.840, 3.825], [1.653, 4.247, 1.575], [1.546, 4.979, 3.070]],
  "atomic_forces_ev_per_a": [[0.04, 0.17, -0.44], [0.27, 0.17, -0.56], [-0.15, 0.07, -0.27], [-0.22, -0.11, -0.09], [-0.12, 0.11, 0.45], [-0.20, -1.30, -0.49], [0.14, 0.08, 0.38], [-0.13, -0.23, -0.04], [-0.31, -0.13, -0.40], [-0.19, 0.06, 0.23], [0.00, -0.03, 0.31], [0.67, -0.09, 0.21], [0.31, -0.02, 0.36], [0.29, 0.03, 0.33], [-0.09, 0.16, -0.45], [0.21, -0.28, 0.35], [0.12, 0.21, -0.31], [-0.13, 0.08, -0.05], [-0.27, -0.08, 0.23], [-0.27, 0.11, 0.13], [0.25, 0.33, -0.03], [-0.25, 0.10, 0.10], [-0.33, -0.02, -0.04], [-0.05, -0.06, 0.15], [0.16, 0.05, -0.01], [-0.03, 0.10, -0.33], [0.20, -0.08, 0.27], [0.15, 0.18, -0.03], [-0.08, 0.28, -0.06], [0.02, 0.08, 0.07], [-0.08, 0.23, -0.17], [0.02, -0.01, 0.11], [-0.11, 0.10, 0.03], [0.06, -0.03, -0.13], [-0.09, -0.13, 0.06], [0.15, -0.05, 0.10], [0.08, 0.03, 0.06], [0.15, -0.12, 0.06], [-0.22, -0.18, 0.00], [0.07, 0.16, -0.02], [-0.23, -0.17, 0.06], [0.03, -0.02, -0.24], [0.18, 0.38, 0.22], [0.01, -0.11, -0.13]],
  "relative_energy_kcal_mol": 0.00,
  "homo_lumo_gap_ev": 5.84,
  "e_lumo_ev": -5.95,
  "total_charge": 1,
  "multiplicity": 1,
  "homo_ev": -11.79
}